(A)
C6H10N | ωB97M-V with the def2-TZVPD basis set

Structure (XYZ):
```
17
Properties=species:S:1:pos:R:3
C -0.674 -1.084 -0.326
C -0.421 0.849 0.429
C 1.798 -0.505 -0.189
C 0.492 -0.215 -0.032
C -1.480 0.071 0.267
C 2.875 0.502 -0.004
N -2.928 0.158 0.262
H -0.855 -1.062 -1.428
H -0.666 -2.065 0.187
H -0.222 1.811 0.695
H 2.132 -1.456 -0.762
H 2.732 1.026 0.995
H 2.870 1.281 -0.816
H 3.909 0.026 0.089
H -2.929 0.059 -0.748
H -3.073 1.107 0.601
H -3.560 -0.502 0.780
```

Values from the calculation:
Orbital gap (eV): 8.860
HOMO (eV): -12.71
Total charge: +1



(B)
C6H10N | ωB97M-V with the def2-TZVPD basis set

Structure (XYZ):
```
17
Properties=species:S:1:pos:R:3
C -2.693 -0.670 1.473
C -2.628 -1.604 0.509
C 0.761 1.693 -0.303
C -1.485 -0.903 0.755
C 0.265 0.559 -1.144
C 2.256 -0.381 0.035
N 0.965 0.287 0.137
H -3.480 -0.091 1.948
H -3.258 -2.234 -0.133
H 1.582 2.239 -0.725
H 0.034 2.320 0.232
H -0.806 0.463 -1.240
H 0.738 0.144 -2.061
H 2.944 -0.188 0.871
H 1.892 -1.480 -0.189
H 2.714 -0.058 -0.837
H 0.199 -0.098 0.673
```

Values from the calculation:
Orbital gap (eV): 10.701
HOMO (eV): -13.63
Total charge: +1



(C)
C6H10N | ωB97M-V with the def2-TZVPD basis set

Structure (XYZ):
```
17
Properties=species:S:1:pos:R:3
C 0.230 0.439 0.383
C 1.580 -1.478 -0.218
C -2.248 -0.224 0.490
C 1.667 -0.177 0.179
C -3.141 -0.466 -0.693
C 2.800 0.721 0.450
N -0.940 -0.013 0.352
H 0.419 1.493 0.369
H 0.731 -2.115 -0.016
H 2.472 -1.989 -0.276
H -2.725 -0.323 1.465
H -2.793 0.055 -1.659
H -4.098 -0.272 -0.417
H -2.825 -1.573 -0.880
H 2.937 1.483 -0.410
H 3.685 0.135 0.282
H 2.665 1.048 1.498
```

Values from the calculation:
Orbital gap (eV): 9.289
Structure (SMILES): C=C(C)C=[N+]=CC
HOMO (eV): -14.07
Total charge: +1



(D)
C6H10N | ωB97M-V with the def2-TZVPD basis set

Structure (XYZ):
```
17
Properties=species:S:1:pos:R:3
C -0.301 0.353 1.077
C -0.113 0.640 2.249
C -0.703 0.118 -0.204
C 0.210 1.288 3.495
C -0.779 -0.537 -2.511
C 1.306 -0.911 -1.262
N -0.092 -0.413 -1.241
H -1.780 0.325 -0.318
H 1.145 1.850 3.358
H -0.724 1.935 3.772
H 0.021 0.518 4.315
H -1.708 -0.028 -2.423
H -1.137 -1.584 -2.661
H -0.164 -0.176 -3.316
H 1.829 -0.466 -2.101
H 1.147 -1.932 -1.865
H 1.845 -0.979 -0.366
```

Values from the calculation:
Orbital gap (eV): 9.240
Structure (SMILES): CC#CC=[N+](C)C
HOMO (eV): -14.28
Total charge: +1



The data favor (D); the next most stable structure lies 5.4 kcal/mol above it.



(A)
C6H10N | ωB97M-V with the def2-TZVPD basis set

Structure (XYZ):
```
17
Properties=species:S:1:pos:R:3
C 2.857 -0.791 0.534
C -2.532 0.230 0.185
C 2.051 -0.613 -0.480
C 0.127 0.134 -0.301
C -1.211 -0.120 -0.211
C 0.649 1.542 -0.220
N -2.136 -1.259 0.018
H 2.675 -0.740 1.553
H 3.966 -0.986 0.486
H -2.827 0.387 1.178
H -3.369 0.695 -0.496
H 2.350 -0.584 -1.543
H 1.378 1.670 0.576
H -0.088 2.205 -0.008
H 0.913 1.967 -1.219
H -2.152 -1.973 0.723
H -2.649 -1.765 -0.775
```

Values from the calculation:
Orbital gap (eV): 10.548
HOMO (eV): -13.92
Total charge: +1



(B)
C6H10N | ωB97M-V with the def2-TZVPD basis set

Structure (XYZ):
```
17
Properties=species:S:1:pos:R:3
C 2.433 -0.240 -0.668
C 1.056 -0.186 -1.067
C 1.138 0.331 1.090
C 2.541 0.057 0.672
C -1.812 -1.176 0.147
C -1.146 0.153 -0.198
N 0.266 0.147 -0.066
H 3.342 -0.634 -1.187
H 0.515 -0.213 -2.030
H 1.012 -0.392 1.962
H 0.969 1.327 1.493
H 3.360 -0.044 1.402
H -1.610 -1.339 1.205
H -2.915 -1.044 0.071
H -1.354 -1.783 -0.642
H -1.681 0.988 0.332
H -1.498 0.516 -1.240
```

Values from the calculation:
Orbital gap (eV): 9.863
Structure (SMILES): CC[N+]1=CC=CC1
HOMO (eV): -14.96
Total charge: +1



(C)
C6H10N | ωB97M-V with the def2-TZVPD basis set

Structure (XYZ):
```
17
Properties=species:S:1:pos:R:3
C -0.359 1.778 0.010
C 1.093 1.260 -0.173
C -1.688 -0.244 0.565
C 1.135 -0.223 -0.171
C -2.339 -1.229 -0.442
C 2.452 -0.869 0.063
N -1.257 0.979 0.279
H -0.782 2.808 0.006
H 1.374 1.657 -1.129
H 1.733 1.763 0.615
H -1.944 -0.466 1.633
H -2.023 -1.076 -1.438
H -3.404 -1.062 -0.512
H -2.284 -2.248 -0.034
H 2.416 -1.908 -0.093
H 2.469 -0.404 1.153
H 3.408 -0.519 -0.329
```

Values from the calculation:
Orbital gap (eV): 8.185
HOMO (eV): -12.91
Total charge: +1



The data favor (B); the next most stable structure lies 91.2 kcal/mol above it.